Entry from the Open Molecules 2025 dataset: a molecular structure, C30H27N4O4RuS2 (ωB97M-V/def2-TZVPD).

Properties
- charge = +2
- energy above the lowest of the compared OMol25 structures with the same formula, charge and spin (kcal/mol) = 120.6
- HOMO (alpha / beta) (eV) = -14.05 / -13.44
- LUMO level (alpha / beta) (eV) = -6.53 / -10.19
- ⟨S²⟩ = 0.83
- Kohn-Sham gap (alpha / beta) (eV) = 7.52 / 3.25
- spin multiplicity = 2

XYZ file:
```
68
C30H27N4O4RuS2 | the Open Molecules 2025 dataset | ωB97M-V/def2-TZVPD
Ru -0.00860 -0.09050 0.28680
C -5.72150 4.57310 -0.53020
C -4.38500 3.97210 -0.77920
C -3.94100 2.89280 -0.00470
C -2.68770 2.35280 -0.21600
C -1.85770 2.91140 -1.17090
C -2.27740 3.95400 -1.97680
C -3.54040 4.48320 -1.77150
S -0.19020 2.25270 -1.25890
O -0.41540 0.84910 -1.73650
O 0.61200 3.05930 -2.10920
O 0.24040 2.16250 0.16040
H -6.38460 3.87430 -0.02670
H -6.18570 4.91910 -1.45160
H -5.61440 5.44680 0.11920
H -4.57620 2.50060 0.77420
H -2.31800 1.52570 0.38970
H -1.60850 4.34890 -2.72360
H -3.88130 5.30190 -2.38460
N -1.90520 -1.25070 0.12910
S -3.40640 -0.93470 -0.41350
C -4.39040 -2.17420 0.46910
C -3.98610 -2.54480 1.74230
C -4.75350 -3.45300 2.45300
C -5.91290 -3.96910 1.89460
C -6.31580 -3.57350 0.62750
C -5.55480 -2.66890 -0.09530
C -3.38780 -1.67270 -2.07330
C -3.26500 -3.04270 -2.23810
C -3.20130 -3.55310 -3.52260
C -3.24530 -2.69920 -4.61490
C -3.36260 -1.33060 -4.43110
C -3.43000 -0.80430 -3.15100
H -1.72740 -2.25330 0.19100
H -3.08570 -2.12610 2.17010
H -4.45030 -3.74600 3.44610
H -6.50820 -4.67480 2.45230
H -7.22670 -3.96440 0.20130
H -5.85800 -2.36180 -1.08430
H -3.24910 -3.70600 -1.38580
H -3.11590 -4.61850 -3.66350
H -3.18170 -3.10410 -5.61270
H -3.39800 -0.66860 -5.28110
H -3.52740 0.25880 -2.99490
O -0.94510 0.87000 2.75620
C -0.11850 0.17870 2.39390
N 2.24670 -0.04500 -0.10260
C 3.38850 0.11460 -0.12080
C 4.78290 0.22240 -0.12970
C 5.49810 0.01660 -1.31890
C 6.87950 0.07620 -1.29660
C 7.55260 0.33730 -0.11080
C 6.84430 0.54690 1.06480
C 5.46270 0.49440 1.06720
H 4.96890 -0.18440 -2.23730
H 7.43690 -0.08410 -2.20580
H 8.63090 0.37860 -0.10200
H 7.37350 0.74960 1.98230
H 4.90460 0.65930 1.97600
N 1.87170 -4.24830 0.34710
C 1.42520 -4.15540 -0.93610
C 0.71250 -2.99380 -1.00770
N 0.72380 -2.39690 0.22070
C 1.43600 -3.16950 1.01450
H 2.43310 -5.00030 0.71960
H 1.63240 -4.89850 -1.67810
H 0.20830 -2.54490 -1.84470
H 1.63500 -2.97180 2.04930
```

Löwdin atomic charge list, values in e, 5 entries: number 1, Ru, carries 1.076; number 2, C, carries 0.003; number 3, C, carries -0.189; number 4, C, carries 0.022; number 5, C, carries -0.056

Entry from the Open Molecules 2025 dataset: a molecular structure, C30H27N4O4RuS2 (ωB97M-V/def2-TZVPD).

Properties
- charge = +2
- energy above the lowest of the compared OMol25 structures with the same formula, charge and spin (kcal/mol) = 35.8
- HOMO (alpha / beta) (eV) = -14.15 / -14.16
- LUMO level (alpha / beta) (eV) = -6.07 / -7.46
- ⟨S²⟩ = 0.75
- Kohn-Sham gap (alpha / beta) (eV) = 8.08 / 6.70
- spin multiplicity = 2

XYZ file:
```
68
C30H27N4O4RuS2 | the Open Molecules 2025 dataset | ωB97M-V/def2-TZVPD
Ru 1.05382 -0.01878 0.94063
C -4.52573 5.08319 -0.28989
C -3.23111 4.32928 -0.37364
C -2.95691 3.28091 0.50782
C -1.75196 2.60901 0.45516
C -0.79544 2.99095 -0.47842
C -1.04725 4.02767 -1.37168
C -2.26445 4.68271 -1.31294
S 0.77669 2.24539 -0.50960
O 0.64883 0.78544 -0.93397
O 1.63355 3.02803 -1.32041
O 1.19242 2.03089 0.94063
H -5.30298 4.49230 0.19100
H -4.86990 5.38916 -1.27647
H -4.38870 5.99110 0.30131
H -3.69104 3.01081 1.25688
H -1.53886 1.82523 1.16760
H -0.29303 4.31564 -2.09067
H -2.46673 5.48805 -2.00762
N -0.67110 -1.04322 0.80902
S -2.14102 -0.60859 0.24307
C -3.25395 -1.69941 1.11128
C -2.91975 -2.15464 2.37864
C -3.82889 -2.94952 3.06344
C -5.05066 -3.26488 2.48919
C -5.37874 -2.78167 1.22859
C -4.48257 -1.99156 0.52832
C -2.25190 -1.18528 -1.42672
C -2.27841 -2.54225 -1.73879
C -2.29620 -2.91350 -3.07085
C -2.28003 -1.94044 -4.06788
C -2.24995 -0.59363 -3.74193
C -2.23207 -0.20502 -2.40885
H -0.55710 -2.04934 0.84560
H -1.97225 -1.89300 2.82839
H -3.58305 -3.31205 4.05219
H -5.75532 -3.88352 3.02805
H -6.33762 -3.01769 0.78792
H -4.73594 -1.61964 -0.45577
H -2.31075 -3.29404 -0.95918
H -2.32800 -3.96180 -3.33568
H -2.29035 -2.24063 -5.10719
H -2.23994 0.15622 -4.52099
H -2.21060 0.84375 -2.13668
O 0.39780 0.51661 3.87006
C 0.96619 0.08590 3.00322
N 3.09057 0.26700 0.61585
C 4.21212 0.49134 0.53224
C 5.61026 0.76032 0.42914
C 6.22505 0.70035 -0.82319
C 7.58538 0.92992 -0.90808
C 8.31490 1.21507 0.24016
C 7.69408 1.27871 1.48238
C 6.33475 1.05261 1.58687
H 5.64175 0.48356 -1.70792
H 8.07849 0.88798 -1.86913
H 9.37934 1.39305 0.16603
H 8.27123 1.50546 2.36783
H 5.83635 1.10557 2.54547
N 2.97739 -3.72388 0.96581
C 2.53704 -3.69534 -0.33672
C 1.77120 -2.58256 -0.44535
N 1.74158 -1.94867 0.78700
C 2.48998 -2.65976 1.61068
H 3.57035 -4.43079 1.37305
H 2.79853 -4.45465 -1.05195
H 1.25150 -2.18179 -1.29970
H 2.67906 -2.43767 2.64731
```

Löwdin atomic charge list, values in e, 5 entries: number 1, Ru, carries 1.230; number 2, C, carries -0.027; number 3, C, carries -0.238; number 4, C, carries -0.015; number 5, C, carries -0.099

Entry from the Open Molecules 2025 dataset: a molecular structure, C30H28AuGeN7O7 (ωB97M-V/def2-TZVPD).

Properties
- charge = -2
- energy above the lowest of the compared OMol25 structures with the same formula, charge and spin (kcal/mol) = 15.2
- HOMO (alpha / beta) (eV) = -0.23 / -2.07
- LUMO level (alpha / beta) (eV) = 4.23 / 4.23
- ⟨S²⟩ = 2.03
- Kohn-Sham gap (alpha / beta) (eV) = 4.46 / 6.31
- spin multiplicity = 3

XYZ file:
```
74
C30H28AuGeN7O7 | the Open Molecules 2025 dataset | ωB97M-V/def2-TZVPD
Au 0.14127 -0.29607 0.00947
C -1.72261 -1.49630 4.24403
N -0.55655 -0.62431 4.24222
C -0.28078 0.05980 5.48815
C -0.02770 -0.18070 3.06903
N -0.24106 -0.76715 1.94688
N 0.75854 0.97558 3.16905
C 2.03319 1.02376 2.59105
N 2.25770 2.23071 1.95417
N 2.81448 0.03030 2.76946
H -1.77086 -1.99973 5.20939
H -1.67422 -2.26458 3.47608
H -2.64056 -0.91449 4.10462
H -0.31949 -0.66784 6.30031
H -1.01701 0.84568 5.70271
H 0.70827 0.50438 5.45888
H -0.65528 -1.71566 1.92794
H 0.23920 1.83923 3.12031
H 1.42450 2.44230 1.34444
H 3.11416 2.23893 1.41459
H 3.65659 0.14415 2.21293
O 0.64211 -1.09059 -3.91614
C 0.22732 -1.14166 -2.76939
O 0.48834 -0.13590 -1.94411
C -0.67715 -2.26630 -2.33389
C -1.47927 -2.84694 -3.31076
C -2.32857 -3.87763 -2.94940
C -2.45640 -4.31728 -1.62770
C -1.68347 -3.72728 -0.63241
C -0.67156 -2.77346 -1.01132
O 0.23256 -2.39704 -0.16703
N -1.93180 -4.04875 0.70183
O -2.68535 -5.05009 0.95034
O -1.54104 -3.27232 1.66237
N -3.14392 -4.49806 -3.97190
O -3.87344 -5.42972 -3.65932
O -3.08400 -4.07113 -5.11996
H -1.41790 -2.50358 -4.33161
H -3.17193 -5.07259 -1.35191
C -0.10290 1.71776 0.18991
Ge -0.14942 2.60563 -1.54176
C 1.69671 2.92817 -2.18698
C 2.45982 3.95354 -1.62705
C 3.80007 4.12251 -1.95677
C 4.39953 3.26583 -2.86983
C 3.65173 2.24529 -3.44387
C 2.31632 2.07186 -3.10242
C -0.82528 4.43370 -1.13694
C -0.71074 5.48608 -2.04560
C -1.21351 6.74880 -1.75908
C -1.84843 6.98373 -0.54597
C -1.97104 5.95014 0.37257
C -1.46121 4.69055 0.07772
C -1.24107 2.03283 -3.07836
C -0.97479 2.47502 -4.37118
C -1.73467 2.03753 -5.44966
C -2.77456 1.14196 -5.24948
C -3.05066 0.68774 -3.96608
C -2.29112 1.13414 -2.89429
H 2.00096 4.63338 -0.91513
H 4.37370 4.92225 -1.50084
H 5.44489 3.39046 -3.13018
H 4.11308 1.56404 -4.14970
H 1.76033 1.24623 -3.53173
H -0.21482 5.31804 -2.99707
H -1.11183 7.55036 -2.48242
H -2.24220 7.96787 -0.31785
H -2.46419 6.12565 1.32246
H -1.53882 3.88527 0.80111
H -0.14153 3.14797 -4.54975
H -1.49635 2.37771 -6.45120
H -3.35093 0.77684 -6.09120
H -3.83945 -0.03720 -3.80373
H -2.49162 0.74215 -1.90176
```

Löwdin atomic charge list, values in e, 5 entries: number 1, Au, carries 1.158; number 2, C, carries -0.033; number 3, N, carries -0.138; number 4, C, carries -0.072; number 5, C, carries -0.404

Entry from the Open Molecules 2025 dataset: 7 unconnected molecules or ions with the total composition C30H28Br6O8 (ωB97M-V/def2-TZVPD).

Properties
- charge = 0
- energy above the lowest of the compared OMol25 structures with the same formula, charge and spin (kcal/mol) = 0.0
- HOMO (eV) = -9.94
- LUMO level (eV) = -1.77
- Kohn-Sham gap (eV) = 8.17
- SMILES = O=C1C=CC(=O)C=C1.O=C1C=CC(=O)C=C1.O=C1C=CC(=O)C=C1.O=C1C=CC(=O)C=C1.BrCCBr.BrCCBr.BrCCBr
- spin multiplicity = 1

XYZ file:
```
72
C30H28Br6O8 | the Open Molecules 2025 dataset | ωB97M-V/def2-TZVPD
O 0.96098 6.82225 1.34457
C 1.26788 6.12609 0.41634
C 0.30973 5.40838 -0.43836
C 0.66570 4.60261 -1.42803
C 2.07025 4.34525 -1.83889
O 2.36196 3.66127 -2.78642
C 3.03820 5.05024 -0.93998
C 2.69103 5.83930 0.07401
H -0.75384 5.62212 -0.47505
H -0.04029 4.25086 -2.17617
H 4.08343 4.91247 -1.20178
H 3.46851 6.27018 0.69222
O 0.26161 -2.33656 -7.57672
C 1.21524 -2.36245 -6.83229
C 1.16640 -1.61233 -5.54255
C 2.25108 -1.42939 -4.79829
C 3.58482 -2.01151 -5.15489
O 4.53210 -1.93044 -4.41352
C 3.57402 -2.90482 -6.35969
C 2.48248 -3.06577 -7.09367
H 0.19154 -1.24220 -5.24929
H 2.18558 -1.01923 -3.79709
H 4.50212 -3.43337 -6.54039
H 2.45399 -3.86818 -7.82543
O -1.78448 -3.17730 2.04137
C -2.94887 -2.91884 2.27680
C -3.47766 -1.55028 2.10253
C -4.77117 -1.25327 2.23025
C -5.78702 -2.29805 2.39217
O -6.97916 -2.12460 2.37202
C -5.24442 -3.69171 2.53811
C -3.94975 -3.98813 2.51818
H -2.68873 -0.80773 2.06670
H -4.99865 -0.23143 1.93924
H -6.01126 -4.44485 2.67647
H -3.60167 -5.00099 2.67540
O 2.27663 1.91882 2.53658
C 1.97954 2.54342 3.52511
C 2.98210 2.89008 4.58197
C 2.73780 3.76417 5.54408
C 1.45023 4.50125 5.65345
O 1.23318 5.34208 6.48973
C 0.43197 4.09925 4.64420
C 0.64966 3.13898 3.74905
H 3.94383 2.39998 4.47718
H 3.49685 4.05374 6.26216
H -0.56171 4.53145 4.65303
H -0.15107 2.81216 3.09347
Br 1.71133 -5.17455 4.58124
C 1.37534 -3.87188 3.15177
C 2.10995 -2.61199 3.52193
Br 1.93887 -1.35534 2.01236
H 0.30343 -3.70785 3.13818
H 1.71419 -4.26902 2.20207
H 3.17304 -2.73948 3.68873
H 1.66087 -2.05928 4.33901
Br -2.83440 -2.01703 -1.27270
C -2.80189 -2.57012 -3.14813
C -3.80293 -3.68673 -3.29037
Br -3.33910 -4.72899 -4.89188
H -1.82223 -2.97387 -3.39204
H -2.94185 -1.67368 -3.74187
H -4.85600 -3.41262 -3.27967
H -3.74433 -4.39425 -2.46697
Br -1.91899 1.64192 1.10678
C -0.45953 0.71669 0.21733
C -0.64984 0.67754 -1.27862
Br 0.23054 -0.88240 -2.11023
H -0.37235 -0.31221 0.57232
H 0.45562 1.16226 0.60511
H -0.18659 1.49134 -1.82634
H -1.69386 0.54858 -1.53593
```

Löwdin atomic charge list, values in e, 5 entries: number 1, O, carries 0.124; number 2, C, carries -0.395; number 3, C, carries 0.014; number 4, C, carries -0.001; number 5, C, carries -0.387